{"formula": "C48H42F3N8O16", "method": "wB97M-V/def2-TZVPD", "elements": ["F", "F", "F", "O", "O", "O", "O", "O", "O", "O", "O", "O", "O", "O", "O", "O", "O", "O", "O", "N", "N", "N", "N", "N", "N", "N", "N", "C", "C", "C", "C", "C", "C", "C", "C", "C", "C", "C", "C", "C", "C", "C", "C", "C", "C", "C", "C", "C", "C", "C", "C", "C", "C", "C", "C", "C", "C", "C", "C", "C", "C", "C", "C", "C", "C", "C", "C", "C", "C", "C", "C", "C", "C", "C", "C", "H", "H", "H", "H", "H", "H", "H", "H", "H", "H", "H", "H", "H", "H", "H", "H", "H", "H", "H", "H", "H", "H", "H", "H", "H", "H", "H", "H", "H", "H", "H", "H", "H", "H", "H", "H", "H", "H", "H", "H", "H", "H"], "positions_angstrom": [[0.37059, 1.67075, 1.35612], [1.26463, 0.71000, -0.36741], [1.83746, 0.12573, 1.64617], [-0.53780, -9.67748, 3.20693], [8.31634, 2.43426, 2.97195], [-1.68049, -2.89380, 1.96011], [-1.35223, 1.88364, -3.01558], [0.76467, 6.49285, -2.21218], [-7.50158, -5.63162, -0.79493], [0.63440, 4.75211, -0.95882], [-5.79633, 0.55670, -1.79671], [4.51818, 11.89807, 2.99186], [6.45264, 2.02746, 3.95584], [-5.59099, 0.76524, 0.33204], [-0.07479, -2.44883, 3.51951], [-6.95577, -7.70237, -0.71260], [4.06219, 11.17065, 1.02472], [-0.51378, -0.04158, -3.54008], [-2.43872, -9.06527, 2.40737], [4.45328, 11.01720, 2.16147], [-0.55382, 1.16892, -3.58130], [-0.15179, -0.56297, 0.87324], [-6.71088, -6.52108, -0.55187], [1.25231, 5.63406, -1.50083], [7.16106, 2.05759, 2.97559], [-1.52425, -9.85159, 2.52830], [-6.23106, 0.51941, -0.66843], [-9.50454, -0.21827, 0.94760], [4.68055, 4.71791, -0.38019], [5.31840, 9.45952, 3.85511], [-2.83235, -12.53342, 0.29665], [-7.64373, 0.14281, -0.48982], [-8.17150, 0.12011, 0.78516], [5.73088, 7.16005, 3.29251], [5.26447, 1.20773, 1.65241], [4.73401, 0.78317, 0.44418], [5.52678, 0.76953, -0.69457], [-0.62272, -12.05722, 1.91720], [-2.62343, 1.22172, 0.00344], [5.42859, 5.72676, -0.97223], [5.74280, 8.19289, 4.22039], [2.33607, 1.73983, -5.87146], [-3.20970, -6.80104, 0.67505], [5.28563, 7.39046, 1.99722], [3.43328, 6.68381, -1.89879], [-2.72981, -11.33442, 0.98229], [-0.98062, -0.72141, -0.33124], [6.85069, 1.18903, -0.63163], [7.38671, 1.61902, 0.56991], [0.45424, 3.22566, -4.46435], [-5.38761, -6.15225, -0.03975], [-3.83167, -4.47379, 0.63826], [4.88592, 9.66790, 2.56006], [-5.09083, -4.81682, 0.17201], [-10.28337, -0.53028, -0.15819], [4.80673, 6.71032, -1.72879], [2.70916, 5.66883, -1.30469], [-1.83829, -13.49397, 0.42278], [0.76621, 0.46639, 0.86532], [-0.86674, -2.14994, 2.59447], [1.40106, 3.86766, -5.24555], [2.33979, 3.12599, -5.95102], [-0.73434, -13.25450, 1.23012], [3.30551, 4.68317, -0.54358], [-4.46527, -7.15129, 0.20831], [1.39314, 1.09066, -5.09015], [-0.91382, -0.68172, 2.13008], [-8.39781, -0.16983, -1.60273], [4.85664, 8.65262, 1.62454], [-9.72912, -0.50948, -1.43083], [6.58371, 1.61685, 1.69535], [-2.88986, -5.46303, 0.88887], [0.46662, 1.84780, -4.40310], [-1.62675, -11.11970, 1.78399], [-1.94449, 0.33311, -0.76370], [-7.55618, 0.36178, 1.63786], [-0.48303, -0.06590, 2.89903], [8.41290, 1.94711, 0.62819], [-5.82750, -4.05335, -0.02522], [-3.70478, 1.16261, 0.01516], [3.06693, 1.16236, -6.41998], [6.08587, 8.01222, 5.22896], [-0.31116, -0.94475, -1.14601], [-4.72050, -8.18644, 0.03987], [-1.92434, -14.43190, -0.10887], [7.46703, 1.17961, -1.51971], [4.50861, 8.83829, 0.61966], [-3.69027, -12.71803, -0.33385], [-3.49853, -10.58227, 0.89299], [-2.48196, -7.56436, 0.86391], [-3.56711, -3.44085, 0.81626], [-0.28324, 3.78928, -3.91575], [-1.95331, -0.43370, 1.99184], [-2.15338, 0.32089, -1.81490], [3.07413, 3.62928, -6.56576], [6.50304, 5.74479, -0.84336], [-11.32485, -0.79105, -0.02792], [6.06925, 6.17338, 3.57943], [-2.18885, 2.03304, 0.55870], [-1.55248, -1.62065, -0.16916], [-10.33462, -0.75681, -2.29102], [-9.93519, -0.23761, 1.93842], [1.38216, 0.01388, -5.01941], [0.23112, -11.86018, 2.54659], [2.93654, 7.44199, -2.48441], [-7.95694, -0.14977, -2.58716], [-1.91429, -5.16972, 1.25283], [5.32682, 10.26895, 4.56814], [5.27402, 6.58899, 1.27672], [5.17328, 3.95404, 0.20797], [5.39074, 7.49618, -2.18723], [0.04022, -14.00194, 1.32670], [2.71335, 3.90237, -0.08708], [5.11102, 0.43133, -1.63409], [4.64401, 1.21314, 2.53619], [1.40221, 4.94738, -5.30548], [3.70651, 0.45938, 0.39355]], "e_lumo_ev": 0.744, "total_charge": -1}